{"formula": "C12H18ClO13", "method": "the ωB97M-V functional and the def2-TZVPD basis", "fmax_ev_per_a": 6.87, "relative_energy_ev": 2.758, "e_homo_ev": -6.74, "total_energy_ev": -51869.3980, "total_charge": -1, "lumo_ev": 2.424, "symbols": ["Cl", "O", "O", "O", "O", "C", "C", "C", "O", "C", "O", "O", "H", "H", "H", "H", "H", "H", "C", "C", "C", "O", "C", "O", "O", "H", "H", "H", "H", "H", "H", "C", "C", "C", "O", "C", "O", "O", "H", "H", "H", "H", "H", "H"], "coordinates": [[-1.1015, -16.3475, -12.4149], [-0.6532, -17.4741, -13.0224], [-2.4991, -16.4741, -12.0536], [-0.3891, -16.2331, -11.2098], [-0.7792, -15.2584, -13.2363], [2.7118, -16.7645, -15.0367], [2.6035, -16.0172, -13.7494], [2.6724, -17.0355, -12.6136], [4.0266, -17.2223, -12.5692], [4.6373, -16.1494, -12.8765], [5.8605, -15.9451, -12.6574], [3.7099, -15.2530, -13.2496], [1.7852, -17.3091, -15.2183], [3.6207, -17.3645, -15.0806], [2.7210, -15.9891, -15.8027], [1.6837, -15.4324, -13.7497], [2.1687, -17.9735, -12.8472], [2.3396, -16.4542, -11.7537], [-0.3615, -11.2947, -15.7227], [0.9808, -11.2852, -14.9165], [1.3418, -12.7015, -14.5117], [2.4804, -13.0255, -15.1667], [2.9951, -12.0274, -15.7530], [3.9707, -12.2370, -16.4926], [2.1312, -10.9712, -15.6580], [-0.2822, -11.8424, -16.6618], [-0.3892, -10.2438, -16.0107], [-1.2216, -11.5837, -15.1186], [0.8269, -10.6142, -14.0714], [0.5367, -13.3755, -14.8045], [1.5703, -12.6185, -13.4492], [-5.8191, -14.2975, -14.1754], [-5.5078, -15.7260, -14.6869], [-5.6154, -17.0092, -13.9138], [-6.4872, -17.7521, -14.7372], [-7.0662, -16.9824, -15.6615], [-8.0978, -17.2478, -16.2271], [-6.3782, -15.8619, -15.7776], [-6.8287, -14.3037, -13.7645], [-5.9911, -13.5760, -14.9742], [-5.1573, -13.9539, -13.3804], [-4.5520, -15.6245, -15.2008], [-6.0594, -16.8703, -12.9281], [-4.6370, -17.4554, -13.7356]], "forces_ev_per_a": [[-1.71, 1.30, 3.75], [1.35, -5.69, -3.62], [-0.47, 0.64, -1.11], [1.38, 0.95, 2.63], [-0.51, 2.91, -1.89], [0.49, 1.54, -1.14], [-1.63, -1.41, 1.59], [-2.90, 0.88, -0.77], [1.64, -3.90, 1.20], [4.84, 2.96, 1.57], [-4.07, -0.41, -1.29], [1.16, 1.51, -2.12], [0.18, -0.29, 0.35], [-0.22, -0.20, -0.20], [0.41, -0.22, -0.51], [0.30, 0.20, 0.34], [-0.08, 0.21, 0.54], [-0.29, -0.87, 0.57], [1.91, 1.59, -0.32], [-1.61, -1.76, -0.44], [-2.24, 0.53, 2.53], [0.45, -3.12, 1.03], [2.34, -0.13, -4.54], [-2.09, 2.51, 2.00], [1.60, 1.80, -1.16], [-0.01, -0.39, 0.24], [-0.92, 0.14, -0.20], [0.24, -0.01, 0.00], [0.48, 0.08, -0.04], [0.19, -0.30, 0.65], [-0.39, -1.05, 0.27], [-1.05, -0.89, 1.19], [2.03, 3.15, -1.23], [0.19, 0.77, 0.97], [-0.28, -1.66, 0.41], [-1.56, -0.31, -0.15], [1.15, 0.02, 0.09], [-1.39, 0.03, -1.24], [-0.17, -0.28, 0.52], [0.96, -0.21, -0.29], [0.19, 0.05, -0.31], [0.52, -0.35, 0.53], [-0.26, 0.00, 0.01], [-0.16, -0.32, -0.40]]}